Record 1
Entry from OMol25: an isolated molecule of C4H5N2P in a non-equilibrium geometry (ωB97M-V with the def2-TZVPD basis set).

Each line ends with the Mulliken charge.
Atoms and positions in Å:
N  -2.6203  -0.5812  -0.7559  -0.437
C  -1.6454  -0.2187  -0.2749  0.036
C  -0.4346  0.0636  0.3921  0.265
C  0.3802  1.3202  -0.0275  -0.536
N  1.7170  0.9570  -0.3275  -0.312
P  2.1425  -0.5602  -0.3425  0.129
C  0.4377  -1.3141  0.0055  -0.772
H  -0.6838  0.1569  1.3879  0.322
H  -0.1370  1.8769  -0.8501  0.311
H  0.4801  2.0380  0.7515  0.264
H  0.3545  -1.9575  1.0066  0.337
H  0.0091  -1.7808  -0.9652  0.394

Calculated values
Electronic energy (a.u.): -606.21927
SMILES: N#C[C@@H]1CN=PC1
ΔE to the lowest compared entry with this formula, charge and spin (kcal/mol): 20.3
Highest occupied orbital energy (eV): -9.99
Gap between HOMO and LUMO (eV): 9.54

Record 2
Entry from OMol25: a structure of composition C35H58N7O5S2 in a non-equilibrium geometry (ωB97M-V with the def2-TZVPD basis set).

Each line ends with the Mulliken charge.
Atoms and positions in Å:
C  -1.9548  1.1155  -0.6539  -0.880
C  -1.8335  2.0445  -1.9509  0.255
C  -3.1302  2.9225  -2.0758  0.963
C  -3.5400  3.2223  -3.5723  -1.384
S  -2.9651  4.5829  -1.2381  1.164
O  -1.5430  4.9761  -1.3677  -0.748
O  -3.8642  5.4892  -1.9671  -0.641
N  -3.2705  4.4288  0.4064  -0.534
S  -4.6146  5.2764  0.8997  1.263
O  -4.6547  5.1699  2.3802  -0.763
O  -4.5830  6.7185  0.5900  -0.691
C  -6.2092  4.4946  0.3589  -0.696
O  -6.1517  3.8934  -0.9598  -0.170
C  -7.0536  2.8154  -0.9254  0.345
C  -8.4572  2.9630  -0.5098  -0.121
C  -9.3880  1.8312  -0.4376  -0.563
C  -8.8848  0.5042  -0.8102  -0.295
C  -7.5063  0.3247  -1.2486  -0.691
C  -6.5908  1.4791  -1.3153  -0.124
H  -0.9883  1.1686  -0.0910  0.015
H  -2.1919  0.0697  -0.9885  0.307
H  -2.7822  1.4770  0.0204  0.376
H  -0.8778  2.6203  -1.9567  0.389
H  -1.8282  1.3318  -2.8473  -0.412
H  -3.9723  2.4146  -1.5437  -0.709
H  -2.7871  3.8880  -4.0759  0.305
H  -3.6355  2.2308  -4.1095  0.383
H  -4.5740  3.6650  -3.5972  0.329
H  -7.0879  5.1821  0.5103  0.209
H  -6.3706  3.6475  1.0890  0.435
H  -8.8491  3.9760  -0.2341  0.253
H  -10.4495  1.9415  -0.1117  0.331
H  -9.5524  -0.3929  -0.7435  0.297
H  -7.0821  -0.6653  -1.5268  0.336
H  -5.5554  1.2865  -1.6696  0.442
C  -0.5474  0.9313  -7.2926  -1.227
C  0.3854  0.5019  -6.1658  -0.329
C  0.0406  -0.8709  -5.5895  0.209
C  -1.2643  -0.8832  -4.9234  0.106
N  -2.2929  -0.8956  -4.4102  -0.481
H  -1.5754  1.0418  -6.9403  0.308
H  -0.2306  1.8948  -7.6971  0.369
H  -0.5394  0.2029  -8.1082  0.319
H  0.3686  1.2557  -5.3753  0.270
H  1.4081  0.4689  -6.5531  0.342
H  0.8056  -1.1514  -4.8660  -0.351
H  0.0602  -1.6256  -6.3814  0.439
C  3.3058  -0.5114  0.2462  -1.082
C  1.9169  -1.1381  0.2986  0.428
C  1.5104  -1.8146  -1.0113  -0.412
C  1.3724  -0.8600  -2.1108  0.407
N  1.2610  -0.1054  -2.9697  -0.531
H  3.3515  0.2920  -0.4934  0.456
H  3.5617  -0.0826  1.2175  0.111
H  4.0653  -1.2564  -0.0053  0.305
H  1.1859  -0.3711  0.5691  -0.022
H  1.9019  -1.8860  1.0932  -0.116
H  0.5539  -2.3233  -0.8635  0.378
H  2.2382  -2.5826  -1.2805  0.133
C  2.7174  -2.2884  6.0997  -1.072
C  3.8800  -1.4547  5.5729  -0.389
C  3.6991  -1.0218  4.1168  0.202
C  3.6971  -2.1579  3.1963  -0.117
N  3.6873  -3.0482  2.4692  -0.614
H  2.6206  -3.2293  5.5527  0.145
H  2.8748  -2.5320  7.1528  0.401
H  1.7745  -1.7432  6.0160  0.345
H  4.8099  -2.0195  5.6855  0.355
H  3.9746  -0.5592  6.1917  -0.001
H  4.5141  -0.3475  3.8422  0.376
H  2.7704  -0.4556  4.0060  0.445
C  3.8881  2.4862  7.0869  -0.701
C  5.0542  3.3096  6.5539  -0.440
C  4.8764  3.7279  5.0932  -0.496
C  4.8728  2.5833  4.1791  0.312
N  4.8646  1.6849  3.4625  -0.495
H  3.7880  1.5412  6.5502  -0.097
H  4.0430  2.2532  8.1422  0.335
H  2.9476  3.0342  6.9963  0.336
H  5.9820  2.7432  6.6734  0.307
H  5.1512  4.2116  7.1639  0.310
H  5.6944  4.3965  4.8124  0.291
H  3.9500  4.2955  4.9763  0.273
C  4.5817  -2.1604  -5.7825  -0.790
C  5.5045  -2.5772  -4.6433  -0.453
C  5.1600  -3.9501  -4.0616  -0.492
C  3.8482  -3.9639  -3.4130  0.313
N  2.8164  -3.9760  -2.9087  -0.484
H  3.5492  -2.0532  -5.4419  0.023
H  4.8975  -1.1983  -6.1897  0.334
H  4.6028  -2.8940  -6.5925  0.322
H  5.4746  -1.8172  -3.8582  0.299
H  6.5311  -2.6071  -5.0188  0.320
H  5.9193  -4.2251  -3.3247  0.275
H  5.1919  -4.7098  -4.8467  0.301
C  -1.2787  -6.3116  3.6564  -1.175
C  0.0348  -6.0992  2.9128  -0.629
C  0.8584  -4.9348  3.4662  -0.077
C  0.1955  -3.6427  3.2822  0.231
N  -0.3274  -2.6290  3.1429  -0.510
H  -1.9393  -5.4477  3.5558  0.332
H  -1.8042  -7.1792  3.2523  0.352
H  -1.1027  -6.4882  4.7204  0.295
H  -0.1726  -5.9424  1.8511  0.332
H  0.6306  -7.0130  2.9896  0.356
H  1.8246  -4.9081  2.9548  0.216
H  1.0664  -5.0947  4.5276  0.296

Calculated values
Electronic energy (a.u.): -2924.21387
Net charge: -1
Highest occupied orbital energy (eV): -5.42
Gap between HOMO and LUMO (eV): 7.28

Record 3
Entry from OMol25: an isolated molecule of C3H4OS in a non-equilibrium geometry (ωB97M-V with the def2-TZVPD basis set).

Each line ends with the Mulliken charge.
Atoms and positions in Å:
C  -0.5811  -0.0909  0.2676  0.044
C  0.7060  -0.8274  0.0253  -0.355
C  0.7974  0.6828  -0.0784  -0.348
O  -3.0465  0.7767  -0.0070  -0.484
S  -2.1516  -0.3498  0.1399  0.181
H  1.2558  -1.0750  0.9449  0.207
H  1.0506  -1.4869  -0.8080  0.274
H  0.7196  1.0824  -1.1407  0.212
H  1.2498  1.2880  0.6565  0.268

Calculated values
Electronic energy (a.u.): -590.02183
ΔE to the lowest compared entry with this formula, charge and spin (kcal/mol): 64.5
Highest occupied orbital energy (eV): -9.50
Gap between HOMO and LUMO (eV): 9.62

Record 4
Entry from OMol25: a structure of composition C48H42N4O6P2Sr in a non-equilibrium geometry (ωB97M-V with the def2-TZVPD basis set).

Each line ends with the Mulliken charge.
Atoms and positions in Å:
Sr  0.8660  0.3601  0.0057  1.687
O  3.0143  -4.7015  -3.3831  -0.558
C  2.6252  -3.6034  -2.6898  0.306
C  3.3164  -2.4521  -2.6602  -1.713
C  2.8473  -1.3716  -1.7995  -0.192
N  1.8522  -1.4984  -1.0161  1.024
C  0.9581  -2.6450  -1.0805  1.878
C  1.3016  -3.7932  -2.0271  0.246
C  -0.4960  -2.0677  -1.3291  -1.187
O  -1.1347  -2.4597  -2.2879  -0.800
O  -0.8007  -1.1626  -0.4699  -0.478
C  3.5589  0.0259  -1.7335  -0.425
O  4.6500  0.1278  -2.2703  -0.776
O  2.8585  0.9115  -1.1294  -0.666
H  3.8591  -4.5215  -3.8129  0.378
H  4.2332  -2.3034  -3.2165  0.405
H  0.5356  -3.9331  -2.7937  0.704
C  -1.3901  3.5163  4.4748  -1.582
C  -0.6103  3.1824  3.2068  0.566
C  0.0740  1.8373  3.3598  -0.756
C  -1.5303  3.1704  1.9838  -0.087
C  -2.3268  4.4663  1.8002  -0.612
O  -1.9609  4.9324  0.4864  -0.439
C  -1.0996  4.0233  -0.0197  -0.153
N  -0.7889  3.0163  0.6965  0.264
C  -0.6146  4.4190  -1.3779  0.254
C  -0.4064  5.7801  -1.5765  -0.781
C  0.0429  6.2560  -2.7986  -0.842
C  0.2573  5.3696  -3.8386  -0.793
C  0.0252  4.0138  -3.6538  -0.348
C  -0.4072  3.5140  -2.4301  0.403
P  -0.7402  1.7308  -2.1661  1.166
C  -0.1387  0.9202  -3.6907  0.650
C  1.2133  1.0305  -4.0234  -0.272
C  1.7296  0.3290  -5.1004  -0.834
C  0.9040  -0.5003  -5.8521  -0.667
C  -0.4368  -0.6196  -5.5230  -0.641
C  -0.9582  0.0905  -4.4486  -0.847
C  -2.5565  1.6778  -2.2880  0.203
C  -3.2547  0.8683  -1.3973  -0.078
C  -4.6431  0.8153  -1.4476  -0.802
C  -5.3378  1.5661  -2.3829  -0.527
C  -4.6444  2.3736  -3.2788  -0.754
C  -3.2619  2.4273  -3.2289  -0.278
H  -0.7562  3.4107  5.3566  0.437
H  -2.2273  2.8218  4.5991  0.327
H  -1.7926  4.5296  4.4880  0.400
H  0.1474  3.9547  3.0259  0.284
H  -0.6456  1.0669  3.6493  0.021
H  0.8762  1.8431  4.0976  0.482
H  0.5029  1.5317  2.4119  -0.106
H  -2.2038  2.3104  2.0793  0.452
H  -2.0521  5.2457  2.5103  0.423
H  -3.4064  4.3286  1.8149  0.202
H  -0.5904  6.4652  -0.7612  0.519
H  0.2189  7.3154  -2.9317  0.396
H  0.5990  5.7275  -4.8014  0.461
H  0.1862  3.3281  -4.4748  0.470
H  1.8749  1.6605  -3.4399  0.580
H  2.7821  0.4234  -5.3372  0.433
H  1.3082  -1.0567  -6.6885  0.402
H  -1.0840  -1.2765  -6.0896  0.402
H  -1.9969  -0.0409  -4.1763  0.404
H  -2.7108  0.2454  -0.6959  0.230
H  -5.1779  0.1739  -0.7585  0.446
H  -6.4190  1.5215  -2.4215  0.380
H  -5.1822  2.9593  -4.0134  0.411
H  -2.7258  3.0633  -3.9240  0.440
N  1.7142  -2.1490  2.9476  0.092
P  0.0813  -2.0820  2.3628  1.358
C  -0.7879  -2.6387  3.8535  0.524
C  -0.5161  -3.8335  4.5216  -0.498
C  -1.1954  -4.1602  5.6822  -0.765
C  -2.1703  -3.3023  6.1823  -0.429
C  -2.4643  -2.1238  5.5175  -0.756
C  -1.7739  -1.7956  4.3558  -0.279
C  0.0729  -3.5311  1.2339  -0.729
C  1.1361  -3.5592  0.1616  -0.991
C  1.2163  -4.7820  -0.8170  0.215
C  -0.0053  -5.6420  -0.7758  -1.108
C  -0.9747  -5.4599  0.1179  -0.801
C  -0.9259  -4.4134  1.1586  -0.238
C  2.7485  -1.2392  2.7750  0.432
C  3.9810  -1.5589  3.3755  -1.065
C  5.0285  -0.6897  3.2407  -0.353
C  4.8573  0.4826  2.5072  -1.045
C  3.6335  0.7083  1.9263  -0.449
N  2.5735  -0.1247  2.0656  0.478
H  2.0110  -2.9691  3.4532  0.242
H  0.2156  -4.5274  4.1220  0.317
H  -0.9789  -5.0872  6.1973  0.393
H  -2.7050  -3.5609  7.0873  0.383
H  -3.2301  -1.4590  5.8957  0.409
H  -2.0105  -0.8758  3.8343  0.287
H  2.1170  -3.3449  0.5923  0.587
H  2.1146  -5.3950  -0.7074  0.542
H  -0.0858  -6.4549  -1.4893  0.399
H  -1.8345  -6.1182  0.1123  0.398
H  -1.7401  -4.3796  1.8756  0.482
H  4.0813  -2.4798  3.9351  0.445
H  5.9844  -0.9162  3.6964  0.405
H  5.6565  1.1944  2.3628  0.433
H  3.4674  1.5968  1.3288  0.550

Calculated values
Electronic energy (a.u.): -3238.37273
ΔE to the lowest compared entry with this formula, charge and spin (kcal/mol): 11.5
Highest occupied orbital energy (eV): -7.81
Gap between HOMO and LUMO (eV): 8.20

Record 5
Entry from OMol25: a structure of composition C33H43BBiN7O5P in a non-equilibrium geometry (ωB97M-V with the def2-TZVPD basis set).

Each line ends with the Mulliken charge.
Atoms and positions in Å:
Bi  11.7755  12.7530  13.7484  1.792
C  12.8611  13.4516  18.1720  -1.646
C  12.9756  13.1068  16.7327  1.236
O  11.9280  12.7803  16.0914  -0.638
C  14.3688  13.0064  16.2427  0.187
C  15.4774  13.4772  17.0546  -0.751
C  16.7507  12.9608  16.8110  -0.696
C  17.0263  12.4711  15.5247  -0.220
C  16.0516  12.2958  14.5518  -0.930
C  14.6528  12.4305  14.9098  0.464
O  13.7807  11.8962  14.0876  -0.588
H  11.8201  13.2261  18.4994  0.333
H  13.0714  14.5120  18.3849  0.346
H  13.5234  12.7976  18.7317  0.467
H  15.2629  14.0745  17.9025  0.468
H  17.5117  12.9810  17.6058  0.326
H  18.0129  12.1062  15.2908  0.356
H  16.3415  11.9152  13.5946  0.421
N  10.4941  11.0155  13.6933  -0.910
P  10.6475  9.5184  13.2792  -0.042
N  11.8788  9.1241  12.1878  0.707
C  12.3125  10.1835  11.2827  0.308
C  12.2710  9.7462  9.7990  -0.722
C  13.1177  8.4508  9.6219  -0.912
C  12.6979  7.3542  10.6305  -0.590
C  12.6540  7.8715  12.0901  -0.726
N  10.6746  8.2649  14.4964  1.052
C  11.8241  7.9944  15.3456  -0.685
C  11.8317  6.4994  15.7132  -0.666
C  10.4920  6.1201  16.4371  -0.792
C  9.2932  6.5475  15.5749  -0.700
C  9.4037  8.0371  15.2566  -0.323
N  9.2262  9.2410  12.4488  0.330
C  8.9868  8.0267  11.6030  -0.555
C  7.5754  7.4249  11.6832  -0.755
C  6.5813  8.5800  11.2740  -0.896
C  6.7382  9.8292  12.1808  -0.564
C  8.2340  10.3140  12.1017  -0.842
H  13.3731  10.5091  11.5730  0.085
H  11.6633  11.0492  11.4379  -0.804
H  12.6874  10.5019  9.1461  0.344
H  11.2695  9.6045  9.3953  0.384
H  14.2165  8.6961  9.7477  0.242
H  13.0407  8.0651  8.6177  0.466
H  13.3996  6.5054  10.6526  0.430
H  11.7228  6.9109  10.3681  0.178
H  13.6513  8.0711  12.3865  0.461
H  12.1741  7.1457  12.7557  0.113
H  11.6872  8.4901  16.3451  0.289
H  12.7335  8.3099  14.8528  0.372
H  12.6633  6.3038  16.3924  0.384
H  12.0436  5.9355  14.7760  0.256
H  10.4656  6.6348  17.4195  0.283
H  10.3735  5.0262  16.6331  0.372
H  8.3482  6.3028  16.0805  0.416
H  9.2099  5.9130  14.6691  0.231
H  9.3937  8.6695  16.1938  0.331
H  8.5614  8.3575  14.6223  -0.074
H  9.7142  7.2803  11.8996  0.331
H  9.1037  8.3296  10.5333  0.230
H  7.3867  7.0141  12.6779  0.301
H  7.5596  6.6135  10.9587  0.389
H  5.5525  8.2676  11.4176  0.425
H  6.6616  8.8489  10.2275  0.300
H  6.5816  9.5366  13.2776  0.148
H  6.0783  10.6838  11.9396  0.459
H  8.4352  11.1912  12.7269  0.358
H  8.4240  10.6562  11.0765  0.328
N  9.4744  16.6558  13.3816  -0.367
C  9.1195  15.3919  13.2658  0.554
O  9.6600  14.4517  13.8782  -0.686
C  8.0113  15.1834  12.3130  0.342
C  7.4196  16.2662  11.6173  -0.205
N  6.9644  17.1733  11.0631  -0.636
C  7.4177  13.9405  12.0412  0.195
N  6.9721  12.8709  11.7830  -0.617
H  10.3594  16.8729  13.9200  0.241
H  9.0255  17.3718  12.8078  0.201
O  13.1728  13.8936  10.8226  -0.623
B  12.0234  13.2998  11.3748  0.167
O  10.9184  13.5819  10.4776  -0.134
C  11.3815  14.3812  9.4498  0.251
C  10.7433  14.9609  8.4499  -0.833
C  11.4977  15.7895  7.6098  -0.389
C  12.7955  16.0480  7.8035  -0.507
C  13.4586  15.4025  8.8386  -0.889
C  12.7501  14.5481  9.6116  0.714
H  9.6857  14.7559  8.2884  0.481
H  10.8949  16.2774  6.8017  0.283
H  13.3221  16.7179  7.0987  0.330
H  14.5310  15.4518  8.9476  0.453

Calculated values
Electronic energy (a.u.): -2623.71052
ΔE to the lowest compared entry with this formula, charge and spin (kcal/mol): 59.7
Net charge: -1
Highest occupied orbital energy (eV): -4.37
Gap between HOMO and LUMO (eV): 6.34